No. 1
An isolated molecule of CH4N4 at a distorted geometry, computed with wB97M-V/def2-TZVPD.

Geometry (Å):
1 C -0.046 -0.779 -0.314
2 N 1.200 -0.970 -0.066
3 N 2.196 0.095 0.240
4 N 3.134 0.373 -0.367
5 N -0.741 0.405 -0.265
6 H -0.466 -1.726 -0.401
7 H 1.997 0.522 1.298
8 H -0.282 1.237 0.259
9 H -1.690 0.498 -0.638

The energy above the lowest of the compared OMol25 structures with the same formula, charge and spin comes out at 453.6 kJ/mol. The HOMO energy comes out at -8.1 eV.

=====

No. 2
An isolated molecule of C5H6N2 at a distorted geometry, computed with wB97M-V/def2-TZVPD.

Geometry (Å):
1 C -2.159 -0.039 0.032
2 C -0.698 -0.087 -0.137
3 N 0.020 -1.240 -0.106
4 C 1.342 -1.194 -0.148
5 C 1.833 0.085 0.003
6 C 1.154 1.334 -0.033
7 N -0.205 1.165 -0.222
8 H -2.418 0.630 -0.832
9 H -2.788 -1.077 -0.163
10 H -2.576 0.257 1.163
11 H 1.935 -2.133 0.104
12 H 2.963 0.045 0.209
13 H 1.596 2.254 0.128

The energy above the lowest of the compared OMol25 structures with the same formula, charge and spin comes out at 176.5 kJ/mol. Its SMILES is Cc1ncccn1. The HOMO energy comes out at -9.6 eV.

=====

No. 3
An isolated molecule of C4H6INO at a distorted geometry, computed with wB97M-V/def2-TZVPD.

Geometry (Å):
1 C -1.185 0.136 0.658
2 C -0.368 1.246 -0.010
3 C 0.959 0.826 -0.072
4 C 0.305 -1.404 -0.050
5 N -0.887 -1.058 0.444
6 O 0.423 -1.982 -1.262
7 I 1.975 1.052 1.799
8 H -2.182 0.406 1.084
9 H -0.876 1.336 -0.917
10 H -0.669 2.067 0.614
11 H 1.594 1.238 -0.884
12 H 1.028 -1.907 0.596
13 H -0.118 -1.956 -1.998

The energy above the lowest of the compared OMol25 structures with the same formula, charge and spin comes out at 370.7 kJ/mol. The HOMO energy comes out at -7.7 eV.

=====

No. 4
A structure of composition C5H6BiO2 at a distorted geometry, computed with wB97M-V/def2-TZVPD.

Geometry (Å):
1 C -0.429 -1.448 -1.841
2 C -0.001 -1.143 -0.739
3 C 0.535 -0.834 0.589
4 C -0.513 -0.224 1.491
5 O -0.137 0.222 2.672
6 Bi 1.413 0.740 3.815
7 H -0.735 -1.890 -2.774
8 H 1.381 -0.132 0.468
9 H 0.970 -1.748 1.043
10 H -1.548 -0.587 1.374
11 C -0.747 1.356 -1.710
12 O 0.348 2.016 -1.425
13 H -1.288 1.296 -0.737
14 H 0.751 2.375 -2.227

As for the multiplicity: 2. As for the expectation value of S²: 0.76. The HOMO energy (alpha / beta) comes out at -6.6 / -6.4 eV.

=====

No. 5
An isolated molecule of CH5O2P at a distorted geometry, computed with wB97M-V/def2-TZVPD.

Geometry (Å):
1 C -0.840 0.466 -0.880
2 O -0.682 0.086 0.441
3 P 0.748 -0.498 0.944
4 O 0.850 -0.283 2.449
5 H -1.812 0.896 -0.859
6 H -0.796 -0.234 -1.733
7 H -0.153 1.386 -1.149
8 H 0.820 -1.840 0.474
9 H 1.865 0.021 0.312

The energy above the lowest of the compared OMol25 structures with the same formula, charge and spin comes out at 14.0 kJ/mol. Its SMILES is CO[PH2]=O. The HOMO energy comes out at -10.4 eV.

=====

No. 6
An isolated molecule of C7H10, computed with wB97M-V/def2-TZVPD.

Geometry (Å):
1 C 1.430 1.035 -0.269
2 C -0.078 1.238 -0.131
3 C -0.838 0.435 0.938
4 C -0.006 -0.736 1.338
5 C 0.103 -1.606 0.329
6 C -0.729 -1.197 -0.877
7 C -1.128 0.224 -0.521
8 H 1.952 1.995 -0.327
9 H 1.822 0.560 0.646
10 H 1.738 0.427 -1.136
11 H -0.388 2.265 -0.320
12 H -1.586 0.826 1.628
13 H 0.705 -0.612 2.167
14 H 0.837 -2.404 0.267
15 H -0.158 -1.271 -1.815
16 H -1.626 -1.822 -0.998
17 H -2.049 0.643 -0.918

The energy above the lowest of the compared OMol25 structures with the same formula, charge and spin comes out at 149.1 kJ/mol. Its SMILES is C[C@@H]1[C@@H]2C=CC[C@H]12. The HOMO energy comes out at -8.9 eV.

=====

No. 7
A structure of composition C24H30CuN3O4Se2Si2, computed with wB97M-V/def2-TZVPD.

Geometry (Å):
1 Cu 0.157 -1.898 0.313
2 O -3.565 -2.926 1.425
3 C -2.428 -2.515 1.269
4 O -1.589 -2.849 0.355
5 C -1.874 -1.492 2.259
6 C -2.558 -0.909 3.311
7 C -1.878 0.029 4.083
8 C -0.558 0.358 3.798
9 C 0.052 -0.271 2.724
10 N -0.618 -1.161 2.015
11 C 1.473 -0.028 2.198
12 O 2.187 0.739 2.835
13 O 1.742 -0.671 1.134
14 H -3.587 -1.186 3.489
15 H -2.386 0.516 4.907
16 H 0.004 1.085 4.365
17 Se 3.213 -2.828 -1.108
18 Se 1.425 -3.453 -2.424
19 C 0.401 -1.835 -2.600
20 C 0.043 -1.579 -3.891
21 C -0.926 -0.515 -4.065
22 C -1.376 0.189 -3.025
23 C -0.919 -0.068 -1.607
24 N 0.058 -1.171 -1.507
25 C 2.694 -3.568 0.592
26 C 3.703 -4.042 1.428
27 C 3.352 -4.551 2.662
28 C 2.011 -4.607 3.020
29 C 1.084 -4.106 2.128
30 N 1.422 -3.581 0.949
31 H 0.471 -2.114 -4.721
32 H -1.284 -0.285 -5.063
33 H -2.101 0.981 -3.175
34 H -1.798 -0.381 -1.024
35 H 4.735 -4.012 1.107
36 H 4.117 -4.909 3.340
37 H 1.691 -5.009 3.971
38 H 0.023 -4.095 2.349
39 C 0.825 2.904 -3.300
40 Si 1.164 1.982 -1.700
41 C 1.869 3.234 -0.491
42 C 2.490 0.725 -2.055
43 C -0.358 1.203 -0.904
44 Si -1.714 2.382 -0.352
45 C -3.280 1.430 0.034
46 C -1.204 3.255 1.228
47 C -2.175 3.682 -1.636
48 H 1.787 3.127 -3.768
49 H 0.305 3.849 -3.142
50 H 0.244 2.296 -3.995
51 H 2.841 3.578 -0.852
52 H 2.020 2.788 0.495
53 H 1.230 4.111 -0.380
54 H 3.410 1.247 -2.333
55 H 2.202 0.067 -2.877
56 H 2.682 0.106 -1.178
57 H 0.055 0.854 0.055
58 H -3.123 0.655 0.786
59 H -3.689 0.945 -0.854
60 H -4.034 2.124 0.418
61 H -0.749 2.558 1.933
62 H -2.079 3.698 1.711
63 H -0.485 4.051 1.040
64 H -1.984 3.343 -2.653
65 H -1.619 4.608 -1.483
66 H -3.240 3.916 -1.561

The energy above the lowest of the compared OMol25 structures with the same formula, charge and spin comes out at 0.0 kJ/mol. Its total charge is -1. As for the multiplicity: 2. As for the expectation value of S²: 0.75. The HOMO energy (alpha / beta) comes out at -3.8 / -3.7 eV.

=====

No. 8
A structure of composition C52H100F18O34SV2 at a distorted geometry, computed with wB97M-V/def2-TZVPD.

Geometry (Å):
1 O -17.500 20.585 -7.353
2 V -18.850 20.040 -6.946
3 O -19.914 20.886 -7.828
4 O -20.760 13.754 -8.426
5 V -21.084 15.278 -8.545
6 O -21.066 15.562 -10.161
7 S -19.808 17.526 -7.647
8 O -19.942 18.237 -6.392
9 O -21.074 17.412 -8.279
10 O -18.848 18.357 -8.361
11 O -19.441 16.166 -7.495
12 C -17.361 17.839 -4.897
13 O -17.482 19.277 -5.148
14 C -17.785 20.022 -3.957
15 C -19.300 20.216 -3.930
16 O -19.646 20.898 -5.096
17 C -21.066 21.226 -5.024
18 H -18.201 17.332 -4.423
19 H -16.414 17.605 -4.412
20 H -17.253 17.373 -5.877
21 H -17.291 20.993 -3.998
22 H -17.422 19.584 -3.027
23 H -19.605 20.867 -3.110
24 H -19.837 19.271 -3.849
25 H -21.287 21.740 -4.089
26 H -21.742 20.375 -5.109
27 H -21.311 21.897 -5.847
28 C -13.008 16.519 -5.565
29 O -13.909 16.192 -6.583
30 C -13.310 15.528 -7.662
31 C -14.292 15.174 -8.788
32 O -14.957 16.197 -9.510
33 C -16.083 16.756 -8.883
34 H -12.608 15.614 -5.108
35 H -13.523 16.954 -4.708
36 H -12.208 17.213 -5.822
37 H -12.886 14.559 -7.399
38 H -12.549 16.081 -8.211
39 H -15.024 14.482 -8.372
40 H -13.805 14.577 -9.559
41 H -16.329 17.674 -9.416
42 H -15.978 16.981 -7.822
43 H -17.019 16.197 -8.903
44 C -17.633 17.235 -1.036
45 O -18.743 16.360 -1.346
46 C -20.024 16.992 -1.218
47 C -21.098 15.925 -0.955
48 O -21.177 15.337 0.319
49 C -22.197 14.384 0.507
50 H -17.268 17.681 -1.962
51 H -16.757 16.959 -0.449
52 H -18.011 18.118 -0.521
53 H -20.186 17.603 -2.106
54 H -19.987 17.626 -0.333
55 H -20.907 15.154 -1.702
56 H -22.070 16.287 -1.288
57 H -22.305 13.657 -0.298
58 H -23.199 14.799 0.614
59 H -22.028 13.866 1.452
60 C -15.022 20.632 -0.771
61 O -15.013 21.510 -1.895
62 C -13.859 21.696 -2.689
63 C -14.240 21.824 -4.189
64 O -14.473 20.512 -4.735
65 C -14.491 20.471 -6.140
66 H -14.261 20.885 -0.033
67 H -14.984 19.582 -1.061
68 H -15.953 20.725 -0.213
69 H -13.255 20.801 -2.542
70 H -13.286 22.528 -2.280
71 H -13.497 22.477 -4.646
72 H -15.169 22.391 -4.245
73 H -13.494 20.637 -6.548
74 H -15.161 21.247 -6.510
75 H -14.845 19.556 -6.614
76 C -22.185 15.675 -5.285
77 O -22.317 14.916 -6.518
78 C -23.608 14.403 -6.683
79 C -24.245 14.986 -7.916
80 O -23.280 14.620 -8.976
81 C -23.979 14.350 -10.177
82 H -22.128 15.120 -4.348
83 H -23.054 16.314 -5.131
84 H -21.342 16.360 -5.188
85 H -24.155 14.480 -5.744
86 H -23.417 13.337 -6.806
87 H -24.448 16.056 -7.976
88 H -25.203 14.479 -8.031
89 H -23.244 13.936 -10.868
90 H -24.255 15.326 -10.578
91 H -24.888 13.752 -10.121
92 C -15.667 12.987 -4.605
93 O -15.885 13.763 -3.460
94 C -17.045 13.525 -2.702
95 C -18.300 13.926 -3.563
96 O -18.615 12.828 -4.407
97 C -19.617 13.132 -5.356
98 H -16.283 13.470 -5.364
99 H -15.831 11.934 -4.378
100 H -14.658 13.037 -5.016
101 H -16.945 14.191 -1.846
102 H -17.178 12.504 -2.343
103 H -17.853 14.729 -4.149
104 H -19.134 14.308 -2.974
105 H -20.497 13.511 -4.838
106 H -19.968 12.206 -5.812
107 H -19.333 13.898 -6.077
108 C -11.432 14.876 -12.732
109 O -11.782 16.205 -13.104
110 C -13.082 16.304 -13.701
111 C -14.250 16.322 -12.589
112 O -15.559 16.216 -13.297
113 C -16.657 16.246 -12.463
114 H -12.043 14.416 -11.956
115 H -10.408 14.768 -12.374
116 H -11.414 14.238 -13.616
117 H -13.257 15.617 -14.529
118 H -13.148 17.305 -14.127
119 H -14.262 17.268 -12.048
120 H -14.092 15.495 -11.897
121 H -16.790 17.174 -11.906
122 H -16.504 15.486 -11.697
123 H -17.638 16.004 -12.871
124 C -29.720 18.618 -5.413
125 C -28.582 19.257 -6.190
126 O -27.234 19.086 -5.734
127 C -26.693 19.684 -4.614
128 O -27.315 20.504 -3.916
129 C -25.180 19.304 -4.404
130 F -25.158 19.053 -3.075
131 F -24.720 18.298 -5.182
132 F -24.449 20.381 -4.544
133 H -30.632 18.652 -6.009
134 H -29.953 19.293 -4.589
135 H -29.490 17.618 -5.045
136 H -28.764 20.315 -6.378
137 H -28.569 18.792 -7.176
138 C -23.660 20.192 -9.139
139 C -23.883 19.738 -10.602
140 O -23.842 20.818 -11.559
141 C -24.919 21.129 -12.306
142 O -25.947 20.423 -12.330
143 C -24.744 22.470 -13.051
144 F -24.617 22.228 -14.371
145 F -25.814 23.255 -12.799
146 F -23.670 23.085 -12.526
147 H -22.823 20.887 -9.072
148 H -23.636 19.243 -8.604
149 H -24.566 20.628 -8.719
150 H -24.877 19.294 -10.655
151 H -23.140 19.031 -10.970
152 C -19.545 18.492 -11.766
153 C -19.414 19.897 -11.165
154 O -18.897 20.755 -12.213
155 C -19.804 21.316 -12.992
156 O -21.060 21.164 -12.971
157 C -19.147 22.322 -13.921
158 F -19.942 23.331 -14.158
159 F -17.991 22.849 -13.389
160 F -18.788 21.684 -15.013
161 H -20.346 18.597 -12.498
162 H -19.759 17.701 -11.047
163 H -18.664 18.282 -12.372
164 H -18.690 19.902 -10.350
165 H -20.356 20.311 -10.805
166 C -13.795 23.247 -13.971
167 C -15.094 22.602 -13.568
168 O -14.995 21.431 -12.762
169 C -14.907 21.562 -11.425
170 O -14.565 22.593 -10.875
171 C -15.251 20.370 -10.573
172 F -15.674 19.431 -11.349
173 F -14.242 19.991 -9.814
174 F -16.247 20.625 -9.779
175 H -13.006 22.503 -14.089
176 H -13.401 23.894 -13.188
177 H -13.914 23.875 -14.854
178 H -15.644 22.361 -14.479
179 H -15.609 23.443 -13.103
180 C -12.899 11.560 -10.653
181 C -13.618 11.228 -9.326
182 O -14.933 11.897 -9.289
183 C -16.036 11.411 -9.912
184 O -16.068 10.264 -10.395
185 C -17.210 12.427 -9.927
186 F -17.369 12.793 -11.209
187 F -18.419 11.916 -9.540
188 F -17.049 13.487 -9.182
189 H -11.870 11.238 -10.488
190 H -12.854 12.631 -10.849
191 H -13.367 11.071 -11.507
192 H -13.052 11.521 -8.442
193 H -13.757 10.152 -9.225
194 C -20.484 23.503 -10.331
195 C -20.162 24.870 -9.844
196 O -18.915 25.167 -10.374
197 C -18.252 26.368 -10.221
198 O -18.770 27.328 -9.765
199 C -16.782 26.399 -10.902
200 F -15.887 27.342 -10.464
201 F -16.243 25.160 -10.917
202 F -17.023 26.787 -12.167
203 H -21.416 23.069 -9.968
204 H -19.721 22.781 -10.040
205 H -20.695 23.465 -11.400
206 H -20.114 24.835 -8.755
207 H -20.911 25.655 -9.947

The HOMO energy comes out at -9.1 eV.